Record 1
Below is a molecular structure, C22H26BaN2O13, with properties calculated with ωB97M-V/def2-TZVPD.

E_HOMO (eV): -2.28
LUMO (eV): 4.022
Relative energy (zero: lowest compared OMol25 entry of this formula, charge and spin) (kcal/mol): 33.0

Structure (ORCA input):
```
! RIJCOSX wB97M-V def2-TZVPD def2/J DEFGRID3
* xyz -2 1
Ba 1.21721 -0.01614 0.39230
O 2.71770 1.26419 -1.58660
O -6.01187 0.16022 -3.56231
O 3.19349 -4.26708 -0.04427
O -0.10823 -0.31641 -1.69460
O 0.18228 1.11588 2.89394
O -1.48560 -3.10325 -1.72258
O 1.79214 2.47165 1.20174
O -1.50185 0.53072 0.62722
O -0.18225 -2.20556 1.70809
O 2.51135 -2.21860 0.56648
O 1.92215 4.25403 2.56189
O -5.04507 -0.34850 -5.41523
O 0.74987 -3.32048 -1.94178
N 3.03558 3.27514 -2.58448
N -5.00963 -0.13949 -4.20637
C -3.74245 -0.21406 -3.53328
C -1.69258 -3.85136 2.24833
C 0.62896 -3.27819 2.22737
C 4.41421 3.36072 -2.15105
C 1.38984 2.21667 4.59266
C 1.53767 3.11473 2.25658
C 1.03197 -4.04738 0.96252
C -2.57947 -0.58177 -4.25561
C -1.37725 -0.62839 -3.63425
C -1.15633 -3.05219 1.05975
C -0.29366 -3.92883 0.13986
C 2.28008 2.22966 -2.17488
C -0.39012 -4.08323 3.05368
C 0.60659 2.42078 3.30451
C -1.22876 -0.29531 -2.23900
C 2.41637 4.48027 -3.07897
C -2.44376 0.04754 -1.52778
C -0.61543 3.30034 3.54104
C -2.45572 0.42165 -0.13991
C 2.35628 -3.47891 0.39213
C -0.32570 -3.39498 -1.33576
C -3.67020 0.07590 -2.19052
H -0.29751 4.29582 3.84579
H -3.46919 0.64585 0.24999
H -2.40465 -3.25194 2.81978
H 4.49797 3.95976 -1.23961
H -0.61717 1.18782 2.35131
H -0.48856 -0.97599 -4.14211
H 2.21071 1.51831 4.42015
H 1.37356 4.28080 -3.32094
H -4.57171 0.33586 -1.65076
H 2.92189 4.82655 -3.98393
H 1.46051 -2.86196 2.79018
H 5.01745 3.81482 -2.93959
H -0.75452 -4.91832 0.05971
H 4.77626 2.35837 -1.94096
H 1.21546 2.32544 -2.43943
H -2.67872 -0.85686 -5.29564
H -1.25270 2.85918 4.31226
H 1.23763 -5.09461 1.19278
H -0.46998 -3.69156 4.06967
H -1.87832 -2.45870 0.50632
H 2.45180 5.27841 -2.33100
H -0.10729 -5.13543 3.11208
H -2.18366 -4.77297 1.93494
H 1.80163 3.16804 4.92497
H -1.19705 3.39543 2.61957
H 0.73835 1.79792 5.36364
*
```

---

Record 2
Below is C22H26BrNO5S in the gas phase, with properties calculated with ωB97M-V/def2-TZVPD.

E_HOMO (eV): -8.95
LUMO (eV): 0.613
Structure (SMILES): C=C[C@H](COCc1ccccc1)N(C(=O)OC(C)(C)C)S(=O)(=O)c1ccccc1Br
Relative energy (zero: lowest compared OMol25 entry of this formula, charge and spin) (kcal/mol): 0.0

Structure (ORCA input):
```
! RIJCOSX wB97M-V def2-TZVPD def2/J DEFGRID3
* xyz 0 1
Br -2.97558 2.10994 1.29409
S 0.07502 2.59372 0.02076
O 1.05668 0.43649 -1.40908
O -0.38780 3.36925 1.12927
O 1.10350 3.16334 -0.78711
O -0.12238 -1.23953 1.73465
O 2.34874 -0.28541 0.30254
N 0.64464 1.12841 0.67599
C -3.88372 -1.53540 -1.55288
C 3.16187 -1.17776 -0.50685
C 2.28378 -2.24539 -1.15602
C 1.36174 0.39913 -0.24078
C -1.50982 -1.13429 1.99637
C 2.87596 1.30253 3.55078
C -1.07539 2.08148 -2.38927
C -4.48662 -1.43189 -0.30939
C -3.63893 1.70445 -1.40409
C 0.70880 -0.46985 2.55864
C 0.82103 1.01258 2.11741
C 2.10389 1.67032 2.54620
C -3.71344 -1.30479 0.82926
C -1.72884 -1.38112 -0.50957
C -1.31077 2.15991 -1.02840
C 4.11872 -1.81107 0.50365
C 3.93332 -0.37332 -1.55079
C -2.32577 -1.28163 0.73781
C -2.11438 1.80019 -3.25847
C -2.58923 1.97701 -0.53738
C -2.50415 -1.50723 -1.64941
C -3.39540 1.61297 -2.76214
H 4.65643 -1.03445 1.04116
H -4.21339 1.39925 -3.43293
H -4.48865 -1.63896 -2.44171
H -0.65476 -1.35827 -0.58396
H 3.56310 -2.40911 1.22112
H -1.92593 1.73362 -4.31841
H -2.02407 -1.58120 -2.61388
H -4.63248 1.56652 -1.00726
H -1.74731 -0.17008 2.46230
H 2.91130 -3.00786 -1.60972
H -5.56341 -1.45131 -0.22639
H 4.57760 -1.03660 -2.12158
H 4.83251 -2.44802 -0.01027
H -4.18431 -1.21661 1.79734
H 3.24322 0.12101 -2.22876
H -0.01188 1.59551 2.53208
H 3.76996 1.85098 3.79315
H 0.37222 -0.50128 3.60313
H -0.06631 2.23809 -2.73162
H -1.79907 -1.92366 2.71024
H 2.65349 0.45753 4.17906
H 4.54449 0.38261 -1.06276
H 1.65430 -1.80345 -1.92348
H 1.69422 -0.93407 2.48443
H 1.64912 -2.70875 -0.40300
H 2.35413 2.53551 1.94588
*
```

---

> Look up the E_HOMO of the second one.

-8.95 eV

---

> Which value of relative energy (zero: lowest compared OMol25 entry of this formula, charge and spin) does entry 1 give?

33.0 kcal/mol

---

> What is the LUMO in the second record?

0.613 eV